Entry 1:
A cluster of 13 separate species, C36H102N4O23 in total. Source: the Open Molecules 2025 dataset; level of theory: the ωB97M-V functional and the def2-TZVPD basis.

The total energy is -92028.2655 eV. For the frontier orbital gap, the calculation gives 8.24 eV. The LUMO energy comes out at -0.2 eV. The energy above the lowest of the compared OMol25 structures with the same formula, charge and spin comes out at 30.88 kcal/mol. For the HOMO energy, the calculation gives -8.46 eV.

```
165
Properties=species:S:1:pos:R:3:lowdin_charge:R:1
H 10.56987 -1.68171 -1.37415 0.088
C -6.19386 3.02098 0.23485 -0.191
H 5.34059 3.16135 2.05055 0.100
C -7.08960 -3.19950 -2.10571 -0.203
H -2.70009 -2.83094 -0.62598 0.113
C 5.08594 3.95672 0.03487 -0.205
C 7.51412 -2.49690 0.48079 -0.209
H -6.86694 -2.36450 -1.44141 0.095
O 9.81885 -1.81928 0.52185 -0.217
N -2.27756 3.49802 -1.93836 -0.043
O -6.74876 3.35828 -2.20154 -0.066
O -0.74689 -3.07292 -2.28682 -0.068
H 0.89399 -0.12391 -4.18582 0.099
H -1.53692 3.02618 2.47724 0.075
O 1.71472 -1.34074 -7.21045 -0.051
H -5.92701 6.44943 -2.89435 0.088
C -4.51169 -1.15380 0.02792 -0.093
H -3.21405 3.66252 2.50166 0.074
H -3.07118 -1.20982 -3.08008 0.077
H 1.97188 -1.01889 7.19010 0.077
C 5.16806 -2.75642 0.98013 -0.205
H 1.78126 0.45079 -6.38411 0.127
H 0.76735 -7.83442 -3.15223 0.092
O 1.27965 -2.16171 -4.28899 -0.093
H -5.16302 7.44316 -1.56042 0.090
H -0.63697 -0.72033 -0.08658 0.109
O -3.28747 -1.28256 0.72138 -0.194
N 6.24038 -1.85245 0.74788 -0.078
O -3.31890 0.87754 -2.83795 -0.188
O 1.95387 2.15420 -3.29816 -0.051
H 2.25693 0.62485 6.91867 0.077
H 0.19518 3.18465 5.65904 0.133
H -2.05275 4.35944 3.54537 0.090
H -2.32256 0.67659 2.89200 0.104
H -2.04519 0.57212 6.01824 0.094
H 0.33538 1.97682 3.58052 0.099
N -2.46719 -0.16151 5.46705 -0.061
H 9.50182 -3.13348 -0.98343 0.065
H -6.08878 -3.50800 -2.40786 0.108
H -7.87113 -5.00652 -1.89416 0.073
H -0.67869 -2.64851 -1.43156 -0.053
C -8.00235 -2.89167 -3.33288 -0.233
C -1.26193 -0.79952 4.88950 -0.188
H 4.28725 -3.77509 -2.79614 0.099
H 0.06090 -2.83110 -2.73984 -0.011
H -5.51116 3.85520 0.39643 0.089
H 1.34907 0.00311 8.33634 0.084
C 0.92224 -0.93642 -4.91187 -0.213
C 1.88414 -0.58237 -6.05232 -0.245
H -4.41395 0.63091 5.14506 0.118
H -7.16846 3.33899 0.60517 0.115
H -7.93006 -1.86574 -3.69390 0.113
H -3.05215 3.34988 -2.56937 0.099
H -1.67259 4.30340 -0.24957 0.106
H 1.68167 -1.19027 -1.80455 0.105
H 11.11816 -3.15935 -0.43083 0.086
H 1.42195 -5.72900 -2.77400 0.117
H -0.74417 -3.46383 0.89513 0.115
H -9.04034 -2.96199 -3.00770 0.115
O -5.66376 2.00706 1.11023 -0.112
H 4.52543 4.73895 0.54679 0.096
C -2.60920 4.30296 -0.80712 -0.228
H 2.71593 -3.59383 -2.01569 0.080
H 1.09445 1.06621 1.16956 0.074
H 1.16986 4.91698 0.92628 0.057
C 1.77719 -0.70392 -0.83375 -0.137
H 3.71557 -3.92323 0.13383 0.108
H 4.33986 -2.23623 1.46136 0.109
H -0.11173 -1.08250 -5.22440 0.123
H 5.95674 -1.35266 -0.08270 0.104
C 1.47184 -0.05251 7.25470 -0.089
H -7.24982 -3.50732 -4.99415 0.082
H -1.35701 1.50670 -3.43210 0.123
H 0.54120 -1.78542 5.67572 0.111
O 2.28852 2.44499 3.10323 -0.077
O 0.63020 -7.59820 -2.23191 -0.047
N -0.30145 -1.67289 -0.09940 -0.081
C -2.34325 3.40568 3.10486 -0.113
O -7.70432 -4.26335 -1.30981 -0.083
H 2.01153 3.24535 2.65125 0.012
H -1.35497 0.23872 -2.27198 0.104
H 5.32240 -4.08880 -0.74806 0.122
H -1.09475 -2.11101 1.84279 0.103
H -2.37280 6.18547 -1.89041 0.118
H -6.10456 4.06584 -2.27875 0.046
O -2.71779 2.44275 4.06027 -0.172
H 6.82027 3.26178 1.15870 0.106
H 2.90368 -0.74961 -5.70492 0.124
C 10.30774 -2.47040 -0.66891 -0.081
H 7.66834 -3.25609 1.24756 0.129
H 3.32731 -2.28275 -3.03559 0.081
C 3.61357 -3.05885 -2.32578 -0.159
H -3.09485 6.36151 -0.32271 0.113
H 1.23023 -1.02649 1.24778 0.113
O -4.43826 5.54487 -1.73327 -0.213
O 2.34804 -6.18434 -0.40433 -0.072
H -5.90351 2.28604 1.99696 0.077
H -1.56498 -1.70176 4.35826 0.112
H -3.83900 1.29567 2.68745 0.098
H -0.94461 2.24089 -0.96790 0.101
C 0.67322 -6.20762 -2.14279 -0.277
C -2.65670 -2.50884 0.41444 -0.193
C -5.02265 6.68950 -2.33526 -0.100
O -7.82617 -3.89385 -4.33081 -0.067
H 8.36493 -0.73184 1.43723 0.121
H 0.38954 -6.39495 -0.06140 0.121
C 1.09053 3.27151 5.04347 -0.285
H 2.02100 -2.20947 -6.94007 0.078
H -3.89688 -0.66576 4.15006 0.113
C -6.18030 2.45758 -1.26163 -0.198
H -2.91011 -0.29587 -4.63084 0.088
C -3.08556 1.19890 3.46916 -0.226
H 0.89680 -4.75175 -0.53048 0.090
H -4.35928 -0.70466 -0.95347 0.080
H -6.67298 1.48528 -1.26280 0.117
H -0.31429 -5.86077 -2.44712 0.115
H 1.67670 3.04517 -3.08465 0.030
O 5.67405 1.58876 0.61570 -0.084
C -0.26567 -1.13815 6.01939 -0.204
H -0.71760 -1.70723 6.83180 0.121
O 4.18758 -2.49344 -1.26226 -0.192
C 1.28769 2.14960 4.08187 -0.232
H -4.45399 7.16881 -3.13212 0.084
H 4.38356 3.43454 -0.61481 0.110
H 6.72906 5.02890 -0.33589 0.074
H 2.82785 -0.59310 -0.56557 0.115
O 1.35286 0.68512 -0.91297 -0.223
O 1.27672 4.64900 1.83897 -0.031
H 1.13646 2.43077 0.23948 0.070
H 1.67422 5.40741 2.26680 0.064
O 2.15241 3.42559 5.91272 -0.032
C 5.77468 2.96696 1.06979 -0.194
H -3.17245 -3.21788 1.06202 0.127
H 1.63037 1.62162 -2.57157 -0.018
H -3.33003 3.87735 -0.10901 0.092
H 0.98953 4.14620 4.40095 0.104
C 1.58923 1.43983 0.27307 -0.094
O 0.25730 0.11356 6.47871 -0.203
C -3.55229 0.27444 4.58063 -0.181
H 2.64973 -6.90875 -0.95733 0.082
C -1.89221 1.14407 -2.55452 -0.176
H 8.26817 -0.65143 -0.31318 0.123
H -5.15204 2.33882 -1.60321 0.092
C 4.58551 -3.42571 -0.29485 -0.196
C -1.93526 2.14121 -1.41149 -0.180
H -0.80148 -0.06173 4.23242 0.090
C 1.10665 -1.53827 0.29336 -0.148
H 0.89530 -2.73048 -4.96009 0.091
C -3.32303 -0.29828 -3.62208 -0.141
H 5.42780 -3.48256 1.75043 0.123
C 1.02176 -5.81527 -0.73398 -0.245
H -4.35325 -0.54570 -3.87808 0.077
H 6.05465 0.99649 1.26836 0.062
H -5.03766 -2.10738 -0.01836 0.076
H 7.50876 -3.09488 -0.43052 0.104
H 1.50291 -2.55339 0.26890 0.112
H 1.47991 1.24723 4.66228 0.109
C 8.47625 -1.31713 0.52446 -0.197
C -1.14553 -2.45405 0.80943 -0.164
H -5.15790 -0.55953 0.67394 0.081
H 2.63661 1.61710 0.51736 0.088
O 6.04769 4.57697 -0.83898 -0.083
H 2.84545 3.56870 5.26402 0.082
C -3.10949 5.74283 -1.21999 -0.169
H -2.72959 1.76298 -0.76800 0.118
```

Entry 2:
A cluster of 12 separate species, C36H105N9O12 in total. Source: the Open Molecules 2025 dataset; level of theory: the ωB97M-V functional and the def2-TZVPD basis.

The total energy is -77010.3436 eV. For the frontier orbital gap, the calculation gives 9.45 eV. The SMILES is COC[C@H](C)N.COC[C@H](C)N.COC[C@H](C)N.COC[C@H](C)N.COC[C@H](C)N.COC[C@H](C)N.COC[C@H](C)N.COC[C@H](C)N.COC[C@H](C)N.O.O.O. The LUMO energy comes out at 0.4 eV. The energy above the lowest of the compared OMol25 structures with the same formula, charge and spin comes out at 41.81 kcal/mol. For the HOMO energy, the calculation gives -9.01 eV.

```
162
Properties=species:S:1:pos:R:3:lowdin_charge:R:1
H -0.50250 -4.91592 -1.17328 0.024
H -2.97655 1.17996 -2.02103 0.101
H 1.63454 -2.18914 -3.12261 0.094
H 5.64304 -3.33351 2.39964 0.135
H 0.25443 -6.83591 -4.05732 0.092
N -2.01575 4.03137 5.82802 0.031
H 0.81246 2.79182 4.51260 0.072
H -4.18719 -0.18082 0.90191 0.058
H 3.03142 0.24379 1.26100 0.058
C -0.27749 0.86421 -1.88101 -0.108
H -2.38881 4.56778 -5.62004 0.104
H 3.44284 0.96749 -1.15698 0.069
C 3.78005 -3.85572 3.94168 -0.101
N -4.01109 -0.07980 -0.07488 0.044
H 0.52258 3.39124 1.86066 0.077
H 4.80416 -5.02339 -0.81274 0.074
O 0.73401 -2.83102 6.76677 -0.187
C -1.21558 3.19990 4.93866 -0.455
H -1.31688 -2.75488 -1.36617 0.074
H -1.33583 1.42178 6.06705 0.111
H -0.46405 8.13490 -2.50229 0.075
H -4.59241 0.68759 -2.57669 0.122
H -2.69855 2.44093 0.15470 0.068
H 5.11510 -1.30211 0.03785 0.023
H -2.98178 -0.04747 -0.16023 0.054
H -1.38219 7.96614 -1.18239 0.056
H -2.71038 0.96466 -5.98317 0.103
H 1.10272 -4.55731 -3.62181 0.112
C -1.96395 6.50764 -7.16753 -0.173
H -0.77892 -6.49570 7.07861 0.061
O -4.22100 2.75722 -2.48360 -0.208
H -2.59912 6.11173 -1.66080 0.069
C -1.68808 1.76119 5.11957 -0.159
H -0.74654 -2.23794 5.50668 0.083
O 0.66441 4.34533 -2.61312 -0.194
H -1.93643 4.97967 5.45585 0.083
O -1.50935 -5.07834 1.22776 -0.071
H -0.80596 0.99312 -2.83701 0.092
H -0.95368 -4.71759 8.93430 0.078
H 0.83531 4.21464 0.29210 0.087
H 4.37092 -2.08358 2.23581 0.123
O -0.86490 -0.15353 -1.13689 -0.184
H -3.14398 2.46132 -5.07983 0.062
H 0.75629 0.61077 -2.15107 0.085
H 4.98331 2.33222 0.98525 0.145
H -0.81714 4.26991 -6.38459 0.144
O -1.12207 0.90396 4.06654 -0.193
C -2.37226 2.86560 -6.94616 -0.458
N -1.40993 2.30612 -7.90997 0.050
H 0.62244 4.25017 5.61349 0.086
H -1.95164 5.77892 -3.21534 0.078
C 0.93105 -6.05931 -2.19992 -0.388
H 0.17935 0.14953 0.63909 0.097
N -0.69058 -2.93031 -0.56375 0.038
C 0.25119 -1.93343 5.80469 -0.102
C 1.66033 -4.90469 -2.79632 -0.236
H 1.89861 2.84545 -2.62129 0.087
H -1.77248 4.52911 -1.96030 0.087
N -0.48070 -5.55614 -1.95428 0.065
H 1.32527 -2.43329 1.27915 0.077
H 0.98476 -0.95626 -0.45689 0.118
H -6.00177 3.57812 -1.48744 0.081
H -1.46209 2.97924 -8.65086 0.060
H 0.14609 -0.95474 6.21110 0.070
H 0.47872 6.19488 -3.56658 0.140
H -5.50230 1.33245 -0.28253 0.128
C 0.40125 -4.15691 6.49418 -0.248
H 0.70729 -8.15525 -2.89655 0.089
C 0.63787 5.75029 -2.54593 -0.223
H 0.17660 -3.54058 8.96155 0.052
H 5.87901 -2.37645 -1.03874 0.069
H 0.70909 -6.85474 6.49532 0.061
N 0.05554 -4.53378 8.93107 0.039
C -0.02468 -0.60832 -0.09309 -0.203
H -2.91452 0.70686 3.01489 0.085
H -1.42218 -4.38262 0.55637 -0.017
C 0.67568 3.23768 0.79911 -0.120
H 3.54448 -3.13386 0.13012 0.122
C 1.88743 3.87834 -3.03735 -0.128
C 4.29338 1.57801 -0.80921 -0.061
H -0.19497 1.78649 -1.32640 0.057
H -3.68123 -2.71731 -2.72949 0.038
H 0.16627 -1.55104 2.30834 0.050
H -1.65667 -1.71237 0.77682 0.130
H -0.27573 2.79548 0.44075 0.075
C 0.25083 -6.48738 7.39568 -0.063
H -1.65115 -3.02461 -3.76486 0.008
H 0.42654 -7.16133 8.26885 0.091
H -4.34392 3.29610 0.36474 0.078
H 2.68993 -5.17152 -3.13899 0.140
C 4.60828 -3.25467 0.44947 -0.439
C 0.27813 -2.37446 1.63251 -0.011
H 3.25200 -2.99987 -2.91780 0.105
H -0.29036 5.93476 -0.59098 0.140
C 4.64881 -3.14627 1.94299 -0.260
O -2.35801 5.23917 -7.55334 -0.194
H -5.66039 4.03991 -3.13610 0.077
O -3.31582 -2.18738 -2.00605 -0.079
C 0.68150 -5.01686 7.69818 -0.438
H -3.40103 2.88922 -7.23838 0.132
H 0.38545 2.60087 6.19849 0.066
H 3.60061 -2.81173 4.21929 0.084
H 4.45082 -5.31168 0.92562 0.085
O 3.68418 -3.98102 2.53610 -0.208
C 0.92706 -7.12954 -3.24745 -0.062
H -1.57179 1.36069 -8.25371 0.077
O 1.68794 -3.86213 -1.83768 -0.224
N -0.48511 7.72347 -1.56223 0.039
C 2.93647 2.90272 0.94637 -0.195
C -1.85688 0.95779 2.86757 -0.121
H 1.10134 -4.47319 5.69259 0.117
H -1.03065 -5.83417 0.90794 0.011
H 2.41804 -1.92591 -1.67776 0.054
H -1.88070 1.97541 2.49918 0.051
H 1.45086 -6.30398 -1.26767 0.147
H 4.81365 -4.11534 4.26409 0.096
H -0.88069 6.54810 -6.95916 0.082
H 1.79526 -5.03508 7.86480 0.148
H -2.75671 1.57460 5.02607 0.118
C -4.04313 1.42868 -1.99309 -0.178
C -0.64301 -1.91500 0.43058 -0.398
H 4.33860 2.51333 -1.42074 0.079
N 5.52247 -2.21199 -0.10016 0.065
C -5.61756 3.20126 -2.45725 -0.080
H 0.87889 -1.90902 4.90279 0.085
C -0.48688 6.25102 -1.66503 -0.458
N 3.93741 0.63509 1.38010 0.056
H 0.23189 -3.19369 -0.84728 0.045
H 6.05906 -4.83699 0.38754 0.085
H 2.04214 3.88883 -4.11483 0.092
H -2.43240 6.82646 -6.22002 0.080
H -1.38224 0.36978 2.09230 0.067
C -3.74756 2.37157 0.42112 -0.046
H -2.17901 7.26301 -7.93587 0.089
H 1.91344 -7.17445 -3.70939 0.077
C -2.36825 2.00217 -5.67443 -0.059
C 0.25495 3.24121 5.34908 -0.059
H -1.33252 -4.45797 -3.24225 0.002
H -1.31031 3.55794 3.84908 0.142
H 2.72729 4.41258 -2.57934 0.083
C 2.30174 -2.69913 -2.41914 -0.081
O -1.76086 -3.95411 -3.99719 -0.105
H -4.01718 -1.83881 -1.42913 0.018
H -0.01231 -3.31842 2.09883 0.070
H -2.96171 3.68260 5.91040 0.066
H 2.93772 3.02968 2.05798 0.134
H 3.11832 3.86524 0.39972 0.139
H -1.40362 1.96492 -5.21806 0.062
H -3.91606 2.13226 1.47679 0.061
H -0.67286 -4.26097 6.14409 0.146
C 4.01832 1.87452 0.66921 -0.465
C 4.99459 -4.67757 0.21339 -0.067
C -4.42584 1.29860 -0.46574 -0.382
C -1.93206 4.20801 -6.52252 -0.156
C -1.76154 5.62977 -2.13910 -0.064
O 1.71063 2.36973 0.49042 -0.197
H -1.03663 -6.34991 -1.74013 0.079
H 3.05905 -4.54886 4.39828 0.081
H 1.61699 6.09014 -2.18647 0.121
H 4.14260 0.75081 2.38031 0.096
H -6.32986 2.41982 -2.74145 0.088
H 5.28543 1.11318 -0.89528 0.077
```